1.
Density functional theory data (ωB97M-V with the def2-TZVPD basis set) for 12 unconnected molecules or ions with the total composition C52H135N7O24 at a distorted geometry.

* Kohn-Sham gap: 9.15 eV
* HOMO level: -8.678 eV
* 2S+1: 1
* energy relative to the best compared isomer or geometry (same formula, charge and spin): 2.044 eV

Each atom is followed by the atoms it is bonded to, with distances in Å.
Cartesian coordinates (Å):
1 C 10.177 10.082 15.355  O2 1.417, H10 1.099, H11 1.095, H12 1.087
2 O 8.968 10.251 14.635  C1 1.417, C3 1.419
3 C 8.842 11.591 14.184  O2 1.419, C4 1.521, H13 1.095, H14 1.095
4 C 7.677 11.579 13.206  C3 1.521, N5 1.445, H15 1.093, H16 1.101
5 N 7.058 12.858 12.944  C4 1.445, C6 1.442, H17 1.016
6 C 6.044 12.768 11.922  N5 1.442, C7 1.519, H18 1.095, H19 1.105
7 C 5.450 14.104 11.511  C6 1.519, O8 1.413, H20 1.092, H21 1.096
8 O 6.296 14.886 10.694  C7 1.413, C9 1.406
9 C 6.483 14.403 9.387  O8 1.406, H22 1.088, H23 1.095, H24 1.097
10 H 10.259 10.878 16.109  C1 1.099
11 H 11.025 10.225 14.677  C1 1.095
12 H 10.246 9.151 15.911  C1 1.087
13 H 9.745 11.997 13.718  C3 1.095
14 H 8.617 12.202 15.064  C3 1.095
15 H 6.957 10.898 13.665  C4 1.093
16 H 8.019 11.078 12.287  C4 1.101
17 H 7.734 13.549 12.632  N5 1.016
18 H 5.237 12.089 12.217  C6 1.095
19 H 6.460 12.268 11.028  C6 1.105
20 H 5.263 14.704 12.404  C7 1.092
21 H 4.468 14.018 11.029  C7 1.096
22 H 7.106 15.093 8.820  C9 1.088
23 H 5.494 14.271 8.934  C9 1.095
24 H 7.039 13.458 9.353  C9 1.097
25 C 6.523 2.748 17.795  O26 1.387, H34 1.099, H35 1.098, H36 1.101
26 O 7.323 2.621 16.669  C25 1.387, C27 1.415
27 C 7.269 3.662 15.712  O26 1.415, C28 1.522, H37 1.091, H38 1.096
28 C 5.973 3.783 14.923  C27 1.522, N29 1.451, H39 1.092, H40 1.102
29 N 5.724 2.590 14.137  C28 1.451, C30 1.474, H41 1.016
30 C 4.384 2.675 13.526  N29 1.474, C31 1.522, H42 1.093, H43 1.096
31 C 4.281 1.611 12.444  C30 1.522, O32 1.420, H44 1.090, H45 1.099
32 O 4.113 0.343 13.060  C31 1.420, C33 1.416
33 C 2.791 -0.157 12.985  O32 1.416, H46 1.092, H47 1.091, H48 1.094
34 H 5.454 2.519 17.686  C25 1.099
35 H 6.675 3.656 18.392  C25 1.098
36 H 6.844 1.948 18.478  C25 1.101
37 H 8.082 3.451 15.015  C27 1.091
38 H 7.487 4.628 16.182  C27 1.096
39 H 6.104 4.640 14.258  C28 1.092
40 H 5.143 4.022 15.608  C28 1.102
41 H 5.763 1.772 14.737  N29 1.016
42 H 4.387 3.668 13.070  C30 1.093
43 H 3.612 2.626 14.302  C30 1.096
44 H 5.143 1.582 11.777  C31 1.090
45 H 3.422 1.808 11.788  C31 1.099
46 H 2.138 0.640 13.347  C33 1.092
47 H 2.672 -1.030 13.629  C33 1.091
48 H 2.552 -0.551 11.994  C33 1.094
49 C 13.385 4.760 13.619  O50 1.403, H58 1.088, H59 1.099, H60 1.100
50 O 13.079 3.809 14.605  C49 1.403, C51 1.427
51 C 13.776 3.917 15.845  O50 1.427, C52 1.512, H61 1.098, H62 1.093
52 C 13.702 2.579 16.544  C51 1.512, N53 1.449, H63 1.094, H64 1.101
53 N 12.382 2.292 17.068  C52 1.449, C54 1.459, H65 1.017
54 C 11.273 2.352 16.123  N53 1.459, C55 1.504, H66 1.094, H67 1.096
55 C 10.076 1.568 16.587  C54 1.504, O56 1.407, H68 1.091, H69 1.097
56 O 10.404 0.216 16.804  C55 1.407, C57 1.405
57 C 9.396 -0.534 17.434  O56 1.405, H70 1.100, H71 1.085, H72 1.094
58 H 12.554 4.810 12.920  C49 1.088
59 H 14.312 4.517 13.080  C49 1.099
60 H 13.535 5.729 14.118  C49 1.100
61 H 13.223 4.692 16.391  C51 1.098
62 H 14.798 4.238 15.623  C51 1.093
63 H 14.466 2.512 17.324  C52 1.094
64 H 14.034 1.814 15.824  C52 1.101
65 H 12.351 1.357 17.465  N53 1.017
66 H 11.454 2.153 15.062  C54 1.094
67 H 10.926 3.391 16.081  C54 1.096
68 H 9.337 1.624 15.785  C55 1.091
69 H 9.718 2.043 17.509  C55 1.097
70 H 9.159 -0.030 18.382  C57 1.100
71 H 9.724 -1.537 17.686  C57 1.085
72 H 8.454 -0.556 16.878  C57 1.094
73 C 1.986 5.632 11.685  O74 1.394, H82 1.096, H83 1.094, H84 1.098
74 O 3.365 5.445 11.771  C73 1.394, C75 1.410
75 C 3.981 5.534 10.506  O74 1.410, C76 1.532, H85 1.096, H86 1.094
76 C 5.498 5.550 10.715  C75 1.532, N77 1.464, H87 1.092, H88 1.098
77 N 5.828 6.632 11.645  C76 1.464, C78 1.476, H89 1.018
78 C 7.256 6.656 12.017  N77 1.476, C79 1.506, H90 1.094, H91 1.102
79 C 7.468 7.618 13.155  C78 1.506, O80 1.427, H92 1.093, H93 1.095
80 O 6.841 7.028 14.293  C79 1.427, C81 1.408
81 C 6.960 7.754 15.494  O80 1.408, H94 1.089, H95 1.091, H96 1.098
82 H 1.663 6.652 11.451  C73 1.096
83 H 1.518 5.405 12.647  C73 1.094
84 H 1.429 4.976 11.003  C73 1.098
85 H 3.801 6.490 10.003  C75 1.096
86 H 3.710 4.707 9.843  C75 1.094
87 H 5.943 5.878 9.772  C76 1.092
88 H 5.858 4.576 11.075  C76 1.098
89 H 5.361 6.456 12.533  N77 1.018
90 H 7.872 6.876 11.140  C78 1.094
91 H 7.528 5.614 12.250  C78 1.102
92 H 6.980 8.589 13.047  C79 1.093
93 H 8.534 7.807 13.319  C79 1.095
94 H 6.492 7.237 16.329  C81 1.089
95 H 6.643 8.792 15.384  C81 1.091
96 H 8.012 7.789 15.810  C81 1.098
97 C 15.077 7.065 16.545  O98 1.403, H106 1.096, H107 1.092, H108 1.095
98 O 15.249 8.329 15.961  C97 1.403, C99 1.426
99 C 16.577 8.842 16.044  O98 1.426, C100 1.513, H109 1.097, H110 1.092
100 C 17.464 8.676 14.830  C99 1.513, N101 1.465, H111 1.102, H112 1.093
101 N 17.033 9.452 13.664  C100 1.465, C102 1.467, H113 1.018
102 C 17.739 8.986 12.466  N101 1.467, C103 1.540, H114 1.098, H115 1.091
103 C 17.364 9.899 11.284  C102 1.540, O104 1.421, H116 1.086, H117 1.096
104 O 17.967 9.461 10.074  C103 1.421, C105 1.407
105 C 17.461 8.260 9.543  O104 1.407, H118 1.091, H119 1.091, H120 1.095
106 H 15.280 7.008 17.620  C97 1.096
107 H 15.571 6.263 15.993  C97 1.092
108 H 14.004 6.854 16.489  C97 1.095
109 H 17.102 8.341 16.867  C99 1.097
110 H 16.525 9.870 16.408  C99 1.092
111 H 17.510 7.604 14.582  C100 1.102
112 H 18.476 8.950 15.138  C100 1.093
113 H 16.052 9.206 13.551  N101 1.018
114 H 17.446 7.952 12.238  C102 1.098
115 H 18.815 8.953 12.641  C102 1.091
116 H 17.756 10.900 11.438  C103 1.086
117 H 16.270 9.885 11.213  C103 1.096
118 H 17.561 7.378 10.179  C105 1.091
119 H 18.026 8.036 8.637  C105 1.091
120 H 16.431 8.428 9.212  C105 1.095
121 C -2.702 4.451 18.647  O122 1.404, H130 1.095, H131 1.091, H132 1.094
122 O -1.877 4.719 19.751  C121 1.404, C123 1.400
123 C -0.884 3.747 19.922  O122 1.400, C124 1.527, H133 1.097, H134 1.098
124 C 0.211 4.228 20.871  C123 1.527, N125 1.452, H135 1.093, H136 1.101
125 N 1.563 3.966 20.411  C124 1.452, C126 1.480, H137 1.009
126 C 1.900 4.730 19.190  N125 1.480, C127 1.497, H138 1.099, H139 1.091
127 C 3.373 4.674 18.934  C126 1.497, O128 1.425, H140 1.096, H141 1.094
128 O 4.038 5.041 20.140  C127 1.425, C129 1.426
129 C 5.455 5.101 19.992  O128 1.426, H142 1.090, H143 1.089, H144 1.091
130 H -2.109 4.074 17.807  C121 1.095
131 H -3.192 5.347 18.263  C121 1.091
132 H -3.515 3.753 18.866  C121 1.094
133 H -0.428 3.459 18.967  C123 1.097
134 H -1.283 2.808 20.328  C123 1.098
135 H 0.111 3.722 21.834  C124 1.093
136 H -0.019 5.267 21.153  C124 1.101
137 H 2.286 4.139 21.095  N125 1.009
138 H 1.533 5.757 19.328  C126 1.099
139 H 1.303 4.322 18.373  C126 1.091
140 H 3.654 5.450 18.211  C127 1.096
141 H 3.687 3.692 18.568  C127 1.094
142 H 5.843 5.639 20.858  C129 1.090
143 H 5.734 5.626 19.080  C129 1.089
144 H 5.785 4.068 20.110  C129 1.091
145 C 11.934 9.912 19.428  O146 1.409, H154 1.093, H155 1.092, H156 1.095
146 O 12.159 10.593 18.216  C145 1.409, C147 1.395
147 C 12.341 9.716 17.147  O146 1.395, C148 1.534, H157 1.098, H158 1.096
148 C 12.529 10.538 15.866  C147 1.534, N149 1.460, H159 1.100, H160 1.091
149 N 12.818 9.653 14.741  C148 1.460, C150 1.464, H161 1.024
150 C 13.141 10.401 13.525  N149 1.464, C151 1.515, H162 1.099, H163 1.091
151 C 13.184 9.461 12.337  C150 1.515, O152 1.424, H164 1.097, H165 1.099
152 O 14.219 8.511 12.572  C151 1.424, C153 1.409
153 C 14.240 7.523 11.568  O152 1.409, H166 1.092, H167 1.094, H168 1.094
154 H 11.768 10.644 20.224  C145 1.093
155 H 12.801 9.325 19.736  C145 1.092
156 H 10.994 9.352 19.424  C145 1.095
157 H 11.437 9.125 16.948  C147 1.098
158 H 13.258 9.121 17.224  C147 1.096
159 H 13.385 11.203 16.051  C148 1.100
160 H 11.634 11.131 15.671  C148 1.091
161 H 13.686 9.141 14.924  N149 1.024
162 H 14.158 10.801 13.647  C150 1.099
163 H 12.444 11.208 13.298  C150 1.091
164 H 13.359 9.953 11.372  C151 1.097
165 H 12.243 8.906 12.212  C151 1.099
166 H 13.346 6.897 11.615  C153 1.092
167 H 15.081 6.839 11.720  C153 1.094
168 H 14.457 7.957 10.589  C153 1.094
169 O 8.336 6.060 17.952  C170 1.423, H173 0.970
170 C 9.459 6.820 17.522  O169 1.423, C171 1.546, H174 1.089, H175 1.098
171 C 10.864 6.215 17.748  C170 1.546, O172 1.413, H176 1.091, H177 1.101
172 O 11.117 5.993 19.120  C171 1.413, H178 0.965
173 H 8.358 5.981 18.918  O169 0.970
174 H 9.316 7.015 16.460  C170 1.089
175 H 9.504 7.807 18.000  C170 1.098
176 H 11.639 6.867 17.339  C171 1.091
177 H 10.964 5.338 17.091  C171 1.101
178 H 10.288 5.704 19.521  O172 0.965
179 O 11.622 2.782 19.777  C180 1.403, H183 0.983
180 C 12.919 2.694 20.304  O179 1.403, C181 1.528, H184 1.092, H185 1.101
181 C 13.669 4.024 20.242  C180 1.528, O182 1.420, H186 1.092, H187 1.092
182 O 12.972 4.975 21.035  C181 1.420, H188 0.973
183 H 11.681 2.867 18.799  O179 0.983
184 H 12.859 2.377 21.348  C180 1.092
185 H 13.561 1.896 19.898  C180 1.101
186 H 13.773 4.411 19.227  C181 1.092
187 H 14.621 3.813 20.733  C181 1.092
188 H 12.183 5.182 20.506  O182 0.973
189 O 4.672 9.685 18.528  C190 1.426, H193 0.956
190 C 5.308 8.590 19.183  O189 1.426, C191 1.527, H194 1.093, H195 1.089
191 C 6.627 9.046 19.801  C190 1.527, O192 1.426, H196 1.096, H197 1.089
192 O 6.416 10.125 20.709  C191 1.426, H198 0.964
193 H 3.931 10.016 19.033  O189 0.956
194 H 4.623 8.384 20.009  C190 1.093
195 H 5.509 7.786 18.476  C190 1.089
196 H 7.293 9.358 18.988  C191 1.096
197 H 7.175 8.269 20.332  C191 1.089
198 H 6.209 10.884 20.151  O192 0.964
199 O 10.961 7.469 14.673  C200 1.418, H203 0.983
200 C 10.600 6.867 13.442  O199 1.418, C201 1.524, H204 1.093, H205 1.095
201 C 9.912 5.539 13.737  C200 1.524, O202 1.429, H206 1.099, H207 1.094
202 O 9.833 4.815 12.508  C201 1.429, H208 0.961
203 H 11.405 8.330 14.511  O199 0.983
204 H 9.972 7.517 12.827  C200 1.093
205 H 11.547 6.670 12.930  C200 1.095
206 H 8.872 5.710 14.047  C201 1.099
207 H 10.391 4.959 14.531  C201 1.094
208 H 9.096 4.201 12.564  O202 0.961
209 O 8.844 5.337 20.634  C210 1.433, H213 0.965
210 C 8.673 3.957 20.980  O209 1.433, C211 1.522, H214 1.093, H215 1.088
211 C 9.511 3.485 22.160  C210 1.522, O212 1.428, H216 1.092, H217 1.095
212 O 8.785 3.652 23.378  C211 1.428, H218 0.959
213 H 8.569 5.838 21.412  O209 0.965
214 H 7.615 3.853 21.237  C210 1.093
215 H 8.894 3.250 20.184  C210 1.088
216 H 10.453 4.031 22.250  C211 1.092
217 H 9.702 2.425 21.963  C211 1.095
218 H 9.408 3.717 24.104  O212 0.959

2.
Density functional theory data (ωB97M-V with the def2-TZVPD basis set) for 2 unconnected molecules or ions with the total composition C9H9N2O at a distorted geometry.

* Kohn-Sham gap: 8.94 eV
* HOMO level: -14.354 eV
* net charge: +1
* 2S+1: 1
* energy relative to the best compared isomer or geometry (same formula, charge and spin): 3.156 eV

Each atom is followed by the atoms it is bonded to, with distances in Å.
Cartesian coordinates (Å):
1 C -0.742 -1.754 -1.357  C9 1.486, N10 1.171
2 C -2.105 1.762 1.856  C3 1.382, C4 1.377, H13 1.040
3 C -2.741 0.747 1.167  C2 1.382, C5 1.357, H14 1.052
4 C -0.730 1.818 1.837  C2 1.377, C6 1.347, H15 1.109
5 C -2.053 -0.020 0.285  C3 1.357, N11 1.447, H16 1.067
6 C -0.013 0.911 1.146  C4 1.347, N11 1.378, H17 1.068
7 C 1.480 -0.398 -1.132  C8 1.472, C9 1.594, O12 1.189
8 C 2.242 -1.345 -1.962  C7 1.472, H18 1.046, H19 1.125, H20 1.009
9 C 0.113 -0.905 -0.487  C1 1.486, C7 1.594, N11 1.397
10 N -1.455 -2.286 -2.118  C1 1.171
11 N -0.606 -0.005 0.304  C5 1.447, C6 1.378, C9 1.397
12 O 1.810 0.662 -0.705  C7 1.189
13 H -2.708 2.436 2.371  C2 1.040
14 H -3.769 0.547 1.270  C3 1.052
15 H 0.007 2.447 2.376  C4 1.109
16 H -2.568 -0.612 -0.439  C5 1.067
17 H 1.024 0.972 1.394  C6 1.068
18 H 1.578 -1.755 -2.658  C8 1.046
19 H 3.156 -0.819 -2.357  C8 1.125
20 H 2.532 -2.164 -1.448  C8 1.009
21 H 0.368 -2.078 0.531  no bonds